Molecular formula: C56H98N14
Method: DFT, wB97M-V/def2-TZVPD

Values from the calculation:
LUMO energy = -0.03 eV
Energy above the lowest of the compared OMol25 structures with the same formula, charge and spin = 0.0 kJ/mol
HOMO = -11.347 eV

Geometry as XYZ:
```
168
Properties=species:S:1:pos:R:3:forces:R:3:lowdin_charge:R:1
C 4.227104 -0.511162 4.814356 0.2 -0.2 0.3 -0.107
C 3.270726 -0.767547 3.660158 0.5 0.0 0.1 -0.260
C 1.797001 -0.728133 4.038967 -0.1 0.3 -0.2 -0.219
C 1.498621 -1.620619 5.152451 -0.1 -0.1 0.2 -0.238
N 1.304676 -2.343441 6.025766 0.0 0.0 -0.2 0.161
H 4.035555 -1.240081 5.606992 0.0 0.2 0.1 0.070
H 4.169495 0.493565 5.236500 -0.2 0.0 0.0 0.062
H 5.265722 -0.661922 4.513895 0.0 0.0 -0.1 0.074
H 3.501869 -1.766012 3.280865 -0.1 0.1 -0.3 0.112
H 3.434568 -0.031587 2.870667 -0.1 -0.1 -0.1 0.076
H 1.194651 -1.030699 3.182821 -0.1 0.0 0.1 0.070
H 1.476779 0.287399 4.283327 0.0 -0.1 0.2 0.099
C 2.723183 -3.418616 -0.722114 0.5 0.2 0.1 -0.109
C 1.818209 -4.628255 -0.728080 -0.1 -0.1 -0.6 -0.265
C 2.140434 -5.623763 0.379794 -0.5 0.2 0.5 -0.202
C 3.529378 -6.057705 0.380579 0.0 -0.2 -0.1 -0.237
N 4.623480 -6.401699 0.377904 0.1 0.0 0.0 0.149
H 2.421922 -2.697260 -1.481284 -0.1 0.1 0.1 0.052
H 3.759473 -3.687991 -0.945380 -0.1 -0.1 0.0 0.080
H 2.742241 -2.940461 0.261669 -0.2 0.1 -0.1 0.070
H 1.903796 -5.125527 -1.701502 0.0 0.0 0.1 0.110
H 0.773766 -4.319008 -0.640100 0.0 0.0 0.2 0.087
H 1.483256 -6.494045 0.336296 0.1 -0.1 -0.1 0.118
H 1.937775 -5.152444 1.349423 0.1 0.0 -0.1 0.084
C 4.301683 3.068406 3.666664 -0.1 0.0 0.1 -0.098
C 4.852848 2.755470 2.286443 -0.2 -0.1 -0.2 -0.265
C 6.015016 3.643012 1.814896 -0.2 -0.3 0.4 -0.179
C 5.642326 5.048571 1.727829 0.0 0.2 -0.2 -0.239
N 5.330721 6.144673 1.587278 -0.1 0.0 0.1 0.151
H 3.921253 4.090435 3.720271 0.1 0.0 0.0 0.058
H 5.042562 2.921771 4.455586 0.0 0.1 0.0 0.082
H 3.460429 2.406810 3.880371 0.0 0.0 0.0 0.053
H 4.033889 2.837650 1.565095 0.0 -0.1 0.0 0.073
H 5.197363 1.718426 2.256678 0.0 0.0 -0.1 0.106
H 6.330677 3.332087 0.819232 0.2 0.0 0.0 0.109
H 6.854110 3.537984 2.505054 0.1 0.1 -0.1 0.124
C -0.244818 -1.454399 -0.062915 -0.8 -0.5 -0.4 -0.105
C -0.669249 -0.160027 -0.747937 0.5 -0.5 0.0 -0.234
C -0.684051 1.009565 0.224153 -0.9 0.5 -0.5 -0.188
C 0.561961 1.274773 0.910063 0.4 0.0 0.0 -0.210
N 1.567703 1.536726 1.401136 0.0 -0.1 0.1 0.204
H -0.543654 -2.324278 -0.663240 0.3 0.2 -0.2 0.040
H -0.820089 -1.619126 0.853826 0.4 0.3 0.3 0.055
H 0.824893 -1.532114 0.105920 0.0 0.1 0.3 0.056
H -1.666918 -0.283098 -1.168850 -0.1 0.2 0.1 0.077
H -0.005591 0.064567 -1.586414 0.0 0.0 0.0 0.080
H -1.482528 0.882393 0.954855 0.2 -0.1 0.2 0.081
H -0.954216 1.927581 -0.308894 0.1 0.0 0.0 0.094
C 0.455555 6.562882 2.982075 0.2 0.8 -0.2 -0.109
C 1.102660 5.401901 3.690898 0.5 -0.8 -0.4 -0.247
C 0.211271 4.145313 3.788297 -0.2 0.5 0.5 -0.163
C -0.614038 3.946688 2.606556 -0.1 -0.3 -0.3 -0.210
N -1.283309 3.788853 1.684937 0.0 0.0 0.2 0.208
H 0.089643 6.280319 1.993959 -0.2 -0.1 0.1 0.056
H 1.191301 7.348904 2.787257 0.0 0.0 0.2 0.080
H -0.356834 7.020353 3.548731 -0.1 -0.1 0.0 0.082
H 1.464074 5.639071 4.691181 -0.2 0.2 0.0 0.113
H 2.002358 5.112223 3.136555 -0.1 0.1 -0.1 0.088
H -0.479335 4.263602 4.629414 0.0 -0.1 0.0 0.126
H 0.800817 3.250470 3.979874 0.0 -0.1 -0.1 0.101
C -4.466600 -4.290056 -0.956227 -0.3 -0.1 -0.1 -0.098
C -3.431654 -3.900197 0.081394 0.5 -0.1 -0.3 -0.256
C -3.869025 -2.721771 0.938985 0.2 0.1 0.4 -0.175
C -4.032334 -1.502005 0.155918 0.0 -0.2 0.2 -0.206
N -4.133192 -0.521118 -0.425194 -0.1 0.4 -0.3 0.210
H -4.205787 -5.206171 -1.486385 0.1 0.0 0.0 0.071
H -4.622002 -3.513317 -1.708364 0.1 0.1 0.1 0.065
H -5.432833 -4.467848 -0.475919 0.0 0.0 0.0 0.083
H -2.484480 -3.616758 -0.390495 -0.1 0.0 -0.1 0.085
H -3.172319 -4.750414 0.714574 -0.2 0.0 0.2 0.112
H -3.102405 -2.507894 1.691926 -0.1 0.0 0.0 0.113
H -4.802891 -2.904381 1.475476 0.0 -0.1 -0.1 0.129
C 0.570686 4.424544 -1.039439 0.1 0.5 -0.1 -0.110
C 1.581440 5.565770 -0.971944 -0.2 0.1 0.0 -0.238
C 3.026153 5.121090 -1.163449 0.3 -0.2 -0.1 -0.179
C 3.245554 4.357302 -2.392059 -0.2 0.2 0.1 -0.194
N 3.390934 3.733605 -3.342581 0.1 -0.1 -0.2 0.188
H 0.824960 3.637895 -0.330286 -0.1 -0.1 -0.1 0.045
H 0.526803 4.045868 -2.059671 0.1 -0.3 0.1 0.041
H -0.427656 4.798477 -0.811522 0.0 -0.1 0.2 0.060
H 1.547890 6.087180 -0.012531 -0.1 0.0 0.0 0.097
H 1.332485 6.301248 -1.740803 0.1 0.0 0.0 0.116
H 3.354336 4.454166 -0.359932 -0.1 0.2 0.2 0.103
H 3.693570 5.983310 -1.175958 0.1 0.0 0.1 0.119
C -1.373310 -3.353127 -3.373105 0.6 0.2 0.0 -0.094
C -0.805869 -4.684259 -3.841261 0.5 0.4 -0.2 -0.250
C -1.829958 -5.566232 -4.542744 -0.2 -0.3 0.4 -0.188
C -2.505355 -4.885363 -5.641795 0.2 -0.1 0.0 -0.238
N -3.027251 -4.350686 -6.509798 -0.1 0.2 -0.2 0.156
H -1.608925 -2.708912 -4.222128 -0.4 -0.1 0.0 0.068
H -0.589297 -2.807801 -2.842006 -0.1 -0.1 0.2 0.048
H -2.232964 -3.481540 -2.714983 -0.1 0.1 -0.1 0.060
H -0.342972 -5.210237 -3.005031 -0.2 -0.2 0.0 0.096
H 0.020496 -4.467248 -4.526539 -0.1 -0.1 0.0 0.115
H -2.598524 -5.874825 -3.824468 0.0 0.0 -0.1 0.115
H -1.376499 -6.485141 -4.916578 0.0 0.0 -0.1 0.120
C 3.734158 0.838696 -1.209919 0.1 -0.1 0.6 -0.099
C 5.162503 1.067445 -1.686148 -0.4 0.1 -0.3 -0.241
C 5.339249 0.843804 -3.188680 0.2 0.2 -0.2 -0.184
C 5.030649 -0.524874 -3.586373 0.3 0.0 0.0 -0.225
N 4.773716 -1.606430 -3.868100 0.2 -0.2 -0.1 0.178
H 3.674514 1.110568 -0.152509 -0.1 -0.1 -0.1 0.037
H 3.459776 -0.217120 -1.278796 0.0 0.0 -0.1 0.062
H 2.986910 1.441957 -1.728834 0.1 0.0 -0.2 0.060
H 5.839226 0.400121 -1.152293 0.1 0.1 0.1 0.115
H 5.448756 2.104346 -1.498045 0.1 0.0 0.1 0.095
H 6.363957 1.078543 -3.488116 0.0 -0.1 0.0 0.125
H 4.703164 1.521312 -3.763800 0.1 0.0 0.2 0.076
C 0.396988 -6.809871 4.196632 -0.3 0.3 -0.1 -0.093
C 0.005606 -5.598831 5.041516 -0.1 0.0 0.0 -0.251
C -0.869652 -4.594058 4.280221 0.0 0.2 0.0 -0.184
C -0.110573 -3.873459 3.257739 0.1 0.1 0.2 -0.200
N 0.513999 -3.265320 2.510098 0.0 -0.2 -0.2 0.197
H -0.496861 -7.389146 3.949072 0.1 -0.1 0.1 0.076
H 1.099296 -7.453851 4.718709 0.0 0.0 0.0 0.075
H 0.835915 -6.497706 3.245413 0.2 0.0 0.1 0.056
H 0.871179 -5.047378 5.413066 0.1 -0.1 0.0 0.095
H -0.561672 -5.906122 5.921921 0.0 -0.1 0.0 0.111
H -1.241540 -3.838823 4.976512 0.0 0.0 -0.1 0.119
H -1.724937 -5.058752 3.782478 0.0 -0.1 0.2 0.115
C -3.420714 1.282134 -5.317580 0.2 0.4 0.3 -0.098
C -3.250270 0.088126 -4.387081 0.1 -0.1 -0.6 -0.260
C -4.538471 -0.428960 -3.757418 -0.2 -0.5 0.1 -0.200
C -5.524951 -0.874808 -4.751415 0.0 0.1 -0.2 -0.232
N -6.306293 -1.217685 -5.521659 0.1 0.1 0.1 0.144
H -2.446877 1.564973 -5.721756 -0.1 -0.1 -0.2 0.066
H -3.765939 2.169706 -4.777743 -0.1 -0.1 0.0 0.063
H -4.117969 1.095862 -6.133152 0.0 -0.1 0.0 0.074
H -2.499274 0.321858 -3.630749 -0.2 0.0 0.2 0.086
H -2.846212 -0.744983 -4.973890 0.1 0.1 0.1 0.101
H -5.052443 0.269450 -3.097355 0.2 0.2 0.0 0.089
H -4.296022 -1.312715 -3.158482 -0.1 0.1 0.1 0.087
C -5.208141 1.103720 4.580317 0.2 0.3 0.2 -0.102
C -4.700031 1.819659 3.343607 -0.1 -0.1 -0.6 -0.249
C -3.542979 1.089589 2.647675 0.4 0.1 0.4 -0.193
C -2.422880 0.798484 3.555909 -0.1 0.1 -0.2 -0.233
N -1.527720 0.574957 4.238939 0.2 0.0 0.1 0.169
H -5.528994 0.092035 4.328360 -0.1 0.0 0.1 0.076
H -6.038752 1.649247 5.026326 -0.1 -0.1 -0.1 0.075
H -4.435481 1.045775 5.351778 0.0 -0.1 -0.1 0.071
H -4.395631 2.851602 3.526274 0.0 -0.1 0.3 0.115
H -5.495077 1.891851 2.598170 0.0 0.0 0.1 0.083
H -3.120723 1.713835 1.858353 -0.2 0.0 -0.1 0.069
H -3.851106 0.136525 2.215886 -0.1 0.1 0.0 0.088
C -3.704781 3.153607 -0.677477 -0.1 0.1 0.5 -0.115
C -4.786386 3.240447 -1.735803 0.1 -0.1 -0.2 -0.240
C -6.129231 2.649971 -1.286577 0.1 -0.3 -0.2 -0.185
C -6.579121 3.159397 0.007397 -0.1 0.1 0.0 -0.231
N -6.912816 3.556859 1.032609 0.0 -0.1 -0.1 0.151
H -3.458821 2.107047 -0.491347 0.2 0.0 -0.1 0.041
H -4.032261 3.558975 0.285989 -0.1 0.1 -0.1 0.063
H -2.816158 3.718932 -0.951200 0.1 -0.2 -0.1 0.062
H -4.452490 2.655647 -2.595733 -0.1 0.0 -0.1 0.083
H -4.928062 4.258291 -2.102415 0.0 0.1 0.2 0.114
H -6.033419 1.563155 -1.196585 0.0 0.0 0.1 0.095
H -6.896935 2.826115 -2.041279 -0.1 0.1 0.1 0.120
C 1.835387 -1.140110 -3.993982 -0.4 0.0 0.0 -0.127
C 1.906941 -0.234642 -5.210277 0.0 0.3 -0.2 -0.236
C 1.985562 1.264048 -4.865181 0.1 -0.4 -0.2 -0.184
C 0.823752 1.720283 -4.105289 0.5 -0.1 -0.3 -0.214
N -0.087169 2.055885 -3.498141 -0.5 0.1 0.3 0.178
H 2.635587 -0.916200 -3.288255 -0.3 -0.2 -0.1 0.018
H 1.924961 -2.177917 -4.319144 0.1 0.0 0.2 0.077
H 0.879870 -1.037835 -3.474271 -0.1 0.1 0.0 0.051
H 1.053957 -0.398001 -5.874823 0.0 0.0 0.1 0.111
H 2.791796 -0.477108 -5.803025 0.0 0.0 0.1 0.105
H 2.072919 1.855626 -5.777460 -0.1 0.1 0.0 0.125
H 2.880171 1.477669 -4.278693 -0.2 0.0 0.0 0.050
```
Forces are in eV/Å.